[1]
{
  "formula": "C3H7N2O",
  "method": "ωB97M-V/def2-TZVPD",
  "multiplicity": 3,
  "gap_ev": [9.06, 3.57],
  "total_charge": 1,
  "e_homo_ev": [-12.5, -14.3],
  "symbols": ["O", "N", "N", "C", "C", "C", "H", "H", "H", "H", "H", "H", "H"],
  "xyz": [[-1.79949, -0.21722, 1.71486], [-3.57072, -0.32179, 3.23431], [1.12928, -0.70534, -0.30553], [1.26757, 1.02565, -1.97411], [1.69898, -0.20298, -1.33429], [-2.64109, -0.34094, 2.50704], [2.56460, -0.72644, -1.73067], [-3.98649, -0.80319, 3.99673], [1.56305, 1.05091, -3.02053], [1.45546, -1.55819, 0.14037], [1.80218, 1.85785, -1.50192], [0.20033, 1.20318, -1.85505], [0.31633, -0.26151, 0.12879]],
  "forces_ev_per_angstrom": [[1.338, -0.054, -1.001], [-0.402, 0.177, 0.182], [-5.250, -3.648, 8.813], [-0.364, -0.953, 0.208], [5.856, 3.560, -9.668], [-0.677, 0.074, 0.432], [-0.186, 0.085, 0.260], [-0.032, -0.221, 0.230], [0.064, 0.067, -0.070], [-0.059, -0.189, 0.058], [0.093, 0.839, 0.234], [-0.220, 0.293, 0.042], [-0.161, -0.028, 0.280]]
}

***

[2]
{
  "formula": "C5H11N",
  "method": "ωB97M-V/def2-TZVPD",
  "gap_ev": [7.92, 7.92],
  "total_charge": 0,
  "e_homo_ev": [-7.0, -7.1],
  "symbols": ["N", "C", "C", "C", "C", "C", "H", "H", "H", "H", "H", "H", "H", "H", "H", "H", "H"],
  "xyz": [[-1.32796, 0.09246, -0.17099], [2.49629, 0.21412, 0.26827], [-1.88678, -0.40185, -1.28601], [1.08739, -0.36729, 0.15506], [0.01822, 0.69061, -0.12528], [-2.05989, -0.15329, 0.93364], [-1.32388, -1.01240, -1.98511], [0.80868, -0.87922, 1.08425], [0.19683, 1.20407, -1.07661], [-2.49129, -1.14107, 1.02546], [1.06620, -1.11442, -0.65061], [0.02149, 1.44685, 0.67149], [-2.95303, -0.27161, -1.40153], [2.80583, 0.69574, -0.66619], [-2.25554, 0.61636, 1.67140], [2.57752, 0.95960, 1.06890], [3.21993, -0.57866, 0.48385]],
  "forces_ev_per_angstrom": [[-0.062, -0.196, -0.021], [0.043, 0.028, -0.025], [0.088, -0.144, -0.261], [-0.067, -0.041, 0.017], [0.000, 0.049, -0.027], [-0.009, 0.110, 0.310], [0.166, 0.387, -0.100], [0.063, 0.040, -0.162], [-0.046, -0.125, 0.115], [-0.252, 0.338, -0.118], [-0.022, 0.111, 0.168], [-0.110, -0.174, -0.071], [0.118, -0.306, 0.157], [-0.060, -0.048, 0.117], [0.353, -0.022, 0.052], [-0.102, -0.126, -0.117], [-0.102, 0.119, -0.034]]
}

***

[3]
{
  "formula": "C4H7NO",
  "method": "ωB97M-V/def2-TZVPD",
  "gap_ev": 10.49,
  "total_charge": 0,
  "e_homo_ev": -9.8,
  "symbols": ["O", "N", "C", "C", "C", "C", "H", "H", "H", "H", "H", "H", "H"],
  "xyz": [[2.95078, 1.13640, 0.60501], [1.34841, -0.63167, 0.93013], [1.84910, 0.68320, 0.59520], [0.16023, -0.25888, 0.56799], [-1.08392, -1.07217, 0.56950], [0.44777, 1.17605, 0.19229], [-1.26782, -0.22201, -2.74863], [-1.66146, -0.84878, 1.47563], [-0.83494, -2.13676, 0.56308], [0.31446, 1.45759, -0.85355], [0.00352, 1.93669, 0.83436], [-1.71105, -0.82459, -0.29247], [-0.55441, -0.28432, -2.55390]],
  "forces_ev_per_angstrom": [[-0.441, -0.179, 0.049], [-0.111, -0.033, -0.097], [0.478, 0.176, -0.025], [-0.062, -0.200, 0.081], [0.078, 0.009, -0.020], [-0.167, 0.156, -0.078], [0.024, 0.008, -0.011], [0.089, -0.015, -0.135], [-0.061, 0.179, 0.042], [0.028, -0.045, 0.043], [0.047, 0.007, 0.026], [0.111, -0.052, 0.158], [-0.012, -0.011, -0.035]]
}

***

Energy relative to the best compared isomer or geometry (same formula, charge and spin) per entry: 19.66, 70.22, 58.00 kcal per mole